C2H2BF5NO6SV | wB97M-V/def2-TZVPD

The geometry in XYZ format:
```
19
Properties=species:S:1:pos:R:3:nbo_charge:R:1
O 2.370 1.450 -1.444 -0.817
S 1.635 1.574 -0.231 2.205
O 1.881 2.839 0.356 -0.867
N 1.986 0.426 0.818 -0.836
B 1.387 -0.867 0.504 1.085
O 0.637 -1.470 1.511 -0.883
O 1.456 -1.498 -0.682 -0.854
C -0.159 1.590 -0.694 0.359
F -0.458 0.632 -1.546 -0.295
F -0.341 2.718 -1.349 -0.284
C -1.173 1.590 0.517 0.914
F -1.700 2.786 0.630 -0.294
F -2.175 0.787 0.228 -0.306
F -0.628 1.303 1.667 -0.299
H 0.638 -0.859 2.262 0.501
H 0.725 -2.137 -0.637 0.510
O -0.406 -3.681 -1.114 -0.880
V -2.029 -3.603 -0.628 1.833
O -3.647 -3.582 -0.167 -0.794
```

Its strongest force on any atom is 2.6 eV Å⁻¹. The LUMO energy is -6.64 eV. The calculation puts the HOMO energy at -9.116 eV. The HOMO-LUMO gap comes out at 2.5 eV. As for the electronic energy: -2449.7731 a.u. As for the multiplicity: 1.